Computed, not measured: a single C18H18ClN3O2 molecule, with ωB97M-V/def2-TZVPD.

```
42
Properties=species:S:1:pos:R:3:mulliken_charge:R:1
C -6.5862 -1.7050 0.3849 -1.575
C -5.2941 -1.0227 0.0693 0.651
C -4.1154 -1.7350 -0.0541 -0.590
C -2.9028 -1.1108 -0.3488 0.401
C -2.8768 0.2672 -0.5259 -0.348
C -4.0486 0.9954 -0.4056 -1.012
C -5.2384 0.3599 -0.1094 0.544
Cl -6.6827 1.3047 0.0386 -0.232
H -4.0321 2.0652 -0.5450 0.436
H -1.9672 0.7913 -0.7704 0.451
O -1.8308 -1.9487 -0.4564 -0.416
C -0.5387 -1.4141 -0.6065 -0.429
C 0.0225 -0.8804 0.7283 -0.990
N 1.3169 -0.2939 0.5437 0.312
C 2.4822 -0.9964 0.4591 -0.433
C 3.5301 -0.1649 0.1656 0.536
C 2.9767 1.1502 0.0328 0.491
C 3.4996 2.4009 -0.2975 -0.399
C 2.6497 3.4830 -0.3478 -0.739
C 1.2866 3.3496 -0.0759 -0.758
C 0.7373 2.1239 0.2317 -0.661
C 1.5854 1.0235 0.2744 0.158
H -0.3195 2.0323 0.4352 0.369
H 0.6517 4.2220 -0.1176 0.399
H 3.0394 4.4573 -0.6031 0.386
H 4.5470 2.5156 -0.5299 0.572
C 4.9205 -0.5744 0.0346 0.039
N 5.1368 -1.7896 -0.3041 -0.466
O 6.5107 -2.1461 -0.3698 -0.439
H 6.4797 -3.0659 -0.6574 0.349
N 5.8975 0.3641 0.2358 -0.448
H 5.6895 1.1378 0.8429 0.246
H 6.8320 -0.0108 0.2906 0.243
H 2.5080 -2.0537 0.6330 0.486
H -0.6605 -0.1342 1.1422 0.470
H 0.0942 -1.7100 1.4376 0.235
H 0.0784 -2.2478 -0.9527 0.348
H -0.5094 -0.6265 -1.3690 0.366
H -4.1124 -2.8062 0.0737 0.354
H -7.3105 -1.5222 -0.4077 0.363
H -7.0051 -1.3087 1.3089 0.357
H -6.4412 -2.7759 0.4920 0.373
```

The calculation puts the gap between HOMO and LUMO at 8.5 eV. As for the total charge: 0. As for the structure (SMILES): Cc1cc(OCCn2cc(/C(N)=N/O)c3ccccc32)ccc1Cl. For the total energy, the calculation gives -40045.1324 eV. For the largest force on an atom, the calculation gives 0.861 eV/A. The value obtained for the energy above the lowest of the compared OMol25 structures with the same formula, charge and spin is 2.509 eV.